# 1
The following is a DFT calculation (the ωB97M-V functional and the def2-TZVPD basis) of a 3-piece molecular cluster, C3H10O4 overall.

Properties
- energy above the lowest of the compared OMol25 structures with the same formula, charge and spin (kJ/mol) = 35.9
- SMILES = CCC(=O)O.O.O
- HOMO level (eV) = -9.90

Each line ends with the natural charge from an NBO analysis.
Cartesian coordinates (Å):
C1 1.9110 -1.8347 0.0072  -0.606
C2 1.3549 -1.0332 -1.1868  -0.501
C3 0.1623 -0.2003 -0.7930  0.789
O1 0.0094 0.9467 -1.1413  -0.610
O2 -0.8470 -0.9058 -0.2470  -0.685
H1 1.1275 -2.3422 0.5578  0.218
H2 2.3398 -1.1838 0.7676  0.209
H3 2.5821 -2.6133 -0.3481  0.211
H4 2.1786 -0.4170 -1.5309  0.227
H5 0.9739 -1.7003 -1.9644  0.230
H6 -1.6269 -0.3555 -0.4368  0.513
O3 -2.5007 0.3958 1.5082  -0.946
H7 -3.3851 0.3611 1.8996  0.468
H8 -1.9527 0.8082 2.1856  0.480
O4 -0.7106 3.0537 0.4704  -0.939
H9 -0.2776 3.2540 -0.3651  0.481
H10 -1.3390 3.7667 0.6171  0.461

***

# 2
The following is a DFT calculation (the ωB97M-V functional and the def2-TZVPD basis) of a 10-piece molecular cluster, C38H74N2O30P overall.

Properties
- charge = +1
- HOMO level (eV) = -11.51

Each line ends with the Mulliken charge.
Cartesian coordinates (Å):
C1 3.8780 1.1662 -3.9569  -0.940
C2 2.3281 1.1394 -3.6811  -0.170
O1 1.5579 0.2993 -4.5902  -0.331
P1 1.6668 -1.3047 -4.2281  0.924
O2 2.8021 -1.6699 -3.3306  -0.662
C3 1.8590 -2.1854 -5.8868  -0.683
C4 3.0122 -1.4357 -6.6663  -0.055
C5 2.6315 -0.8589 -8.0509  0.901
C6 1.3437 -0.9700 -8.7249  -0.450
C7 1.1411 -0.3864 -10.0388  -0.517
N1 2.1631 0.2591 -10.6789  -0.014
C8 3.4101 0.4215 -10.1060  -0.421
C9 3.7073 -0.1055 -8.7741  0.363
N2 5.0041 0.1175 -8.2302  -0.641
O3 0.2398 -1.9075 -3.5917  -0.486
C10 0.3632 -3.3107 -3.2809  -0.052
C11 -0.6653 -4.2325 -4.0365  -1.191
H1 4.2954 2.1139 -3.5064  0.423
H2 4.3847 0.3360 -3.3874  0.240
H3 4.1609 1.1687 -5.0398  0.172
H4 1.9592 2.1929 -3.8479  0.326
H5 2.0683 0.8989 -2.6193  0.188
H6 2.1898 -3.2286 -5.6663  0.320
H7 0.8789 -2.2444 -6.4181  0.335
H8 3.4656 -0.6330 -6.0154  -0.463
H9 3.8362 -2.1881 -6.8420  0.420
H10 0.4959 -1.4907 -8.2361  0.333
H11 0.1536 -0.4749 -10.5448  0.379
H12 2.0401 0.6520 -11.6151  0.290
H13 4.2010 0.9585 -10.6717  0.336
H14 4.9807 0.1705 -7.2055  0.314
H15 5.2733 1.0597 -8.5439  0.318
H16 0.1600 -3.4409 -2.1837  0.281
H17 1.3792 -3.7471 -3.4655  0.349
H18 -1.7006 -3.8161 -4.0930  0.295
H19 -0.3080 -4.4741 -5.0822  0.234
H20 -0.7236 -5.2350 -3.5206  0.339
C12 1.5664 -7.7539 2.4429  -0.730
O4 2.1848 -6.4770 2.2709  -0.265
C13 1.5482 -5.6681 1.4097  0.742
O5 0.5431 -5.9330 0.8036  -0.564
O6 2.2273 -4.5120 1.3394  -0.274
C14 1.6565 -3.5517 0.4540  -0.660
H21 2.1667 -8.3164 3.1560  0.239
H22 0.5600 -7.6427 2.8477  0.336
H23 1.5442 -8.3010 1.5001  0.304
H24 0.6540 -3.2737 0.7830  0.376
H25 1.6362 -3.9322 -0.5674  0.231
H26 2.2857 -2.6635 0.4785  0.241
C15 3.0335 0.5875 1.2495  -0.599
O7 2.9749 1.9127 1.7787  -0.221
C16 3.4603 2.8567 0.9647  0.685
O8 3.9226 2.6779 -0.1339  -0.582
O9 3.3421 4.0358 1.5861  -0.264
C17 3.8235 5.1492 0.8323  -0.754
H27 2.6137 -0.0842 1.9973  0.219
H28 2.4376 0.5101 0.3386  0.232
H29 4.0667 0.2941 1.0597  0.345
H30 3.2601 5.2588 -0.0950  0.296
H31 4.8890 5.0426 0.6258  0.302
H32 3.6751 6.0439 1.4356  0.279
C18 0.8946 7.8606 6.8255  -0.621
O10 1.3033 6.5135 6.5876  -0.342
C19 1.3121 6.1620 5.2972  0.777
O11 1.0129 6.8706 4.3680  -0.535
O12 1.7090 4.8898 5.2153  -0.337
C20 1.7619 4.3786 3.8798  -0.321
H33 0.9269 8.0290 7.9005  0.222
H34 1.5776 8.5611 6.3435  0.283
H35 -0.1273 8.0199 6.4795  0.288
H36 2.4723 4.9394 3.2844  0.220
H37 0.7714 4.4008 3.4212  0.231
H38 2.0946 3.3440 3.9319  0.204
C21 -3.9184 3.2186 0.3995  -0.656
O13 -2.6243 3.8099 0.5069  -0.282
C22 -2.5860 4.9099 1.2734  0.734
O14 -3.5219 5.4038 1.8452  -0.539
O15 -1.3270 5.3597 1.2896  -0.257
C23 -1.1336 6.5404 2.0762  -0.665
H39 -3.8277 2.3420 -0.2402  0.206
H40 -4.2781 2.8986 1.3781  0.295
H41 -4.6223 3.9130 -0.0606  0.297
H42 -1.3816 6.3521 3.1202  0.296
H43 -1.7266 7.3671 1.6818  0.426
H44 -0.0818 6.8113 2.0170  0.139
C24 1.8856 -0.8467 6.9093  -0.715
O16 2.2534 -2.2132 6.7147  -0.205
C25 2.2564 -2.6016 5.4326  0.725
O17 1.9838 -1.9094 4.4838  -0.634
O18 2.6139 -3.8890 5.3859  -0.229
C26 2.6577 -4.4354 4.0642  -0.642
H45 1.9183 -0.6467 7.9789  0.228
H46 2.5923 -0.1828 6.4104  0.301
H47 0.8706 -0.6666 6.5533  0.311
H48 3.3943 -3.9103 3.4578  0.367
H49 1.6762 -4.3949 3.5994  0.212
H50 2.9585 -5.4748 4.1448  0.245
C27 -2.8497 13.2487 1.8262  -0.635
O19 -2.4372 11.9025 1.5901  -0.285
C28 -2.4266 11.5504 0.3001  0.717
O20 -2.7256 12.2550 -0.6286  -0.541
O21 -2.0245 10.2752 0.2217  -0.198
C29 -1.9652 9.7612 -1.1073  -0.653
H51 -2.8189 13.4182 2.9011  0.217
H52 -2.1681 13.9503 1.3441  0.294
H53 -3.8716 13.4047 1.4791  0.291
H54 -1.2482 10.3240 -1.7065  0.308
H55 -2.9521 9.7783 -1.5714  0.333
H56 -1.6291 8.7270 -1.0454  0.162
C30 -4.4340 -6.3752 -2.6522  -0.556
O22 -4.2330 -6.0251 -4.0245  -0.259
C31 -5.3073 -6.2047 -4.8010  0.824
O23 -6.3785 -6.6197 -4.4406  -0.585
O24 -4.9847 -5.8416 -6.0478  -0.329
C32 -6.0481 -5.9820 -6.9914  -0.643
H57 -3.4999 -6.1883 -2.1249  0.171
H58 -5.2135 -5.7563 -2.2064  0.233
H59 -4.6805 -7.4332 -2.5570  0.323
H60 -6.8921 -5.3476 -6.7179  0.293
H61 -6.3594 -7.0243 -7.0682  0.295
H62 -5.6724 -5.6599 -7.9610  0.221
C33 4.2697 -4.9756 12.8726  -0.626
O25 4.4712 -4.6614 11.4954  -0.322
C34 3.3973 -4.8682 10.7223  0.758
O26 2.3284 -5.2803 11.0933  -0.539
O27 3.7201 -4.5372 9.4675  -0.293
C35 2.6604 -4.7085 8.5239  -0.576
H63 5.2014 -4.7696 13.3968  0.223
H64 3.4852 -4.3496 13.2996  0.289
H65 4.0282 -6.0320 12.9955  0.293
H66 1.8126 -4.0719 8.7781  0.261
H67 2.3556 -5.7554 8.4741  0.341
H68 3.0328 -4.4124 7.5496  0.237
C36 -8.6455 -1.3800 -0.2274  -0.618
O28 -8.2859 -2.7432 -0.4474  -0.319
C37 -8.2819 -3.1094 -1.7356  0.760
O29 -8.5474 -2.4007 -2.6726  -0.544
O30 -7.9313 -4.3983 -1.7992  -0.359
C38 -7.8846 -4.9318 -3.1271  -0.649
H69 -8.6142 -1.2007 0.8460  0.224
H70 -7.9337 -0.7107 -0.7124  0.276
H71 -9.6584 -1.1867 -0.5823  0.293
H72 -7.1433 -4.4041 -3.7267  0.206
H73 -8.8686 -4.8790 -3.5965  0.432
H74 -7.5950 -5.9692 -3.0538  0.312

***

# 3
The following is a DFT calculation (the ωB97M-V functional and the def2-TZVPD basis) of C7H10 as an isolated structure.

Properties
- energy above the lowest of the compared OMol25 structures with the same formula, charge and spin (kJ/mol) = 385.9
- HOMO level (eV) = -8.22

Each line ends with the natural charge from an NBO analysis.
Cartesian coordinates (Å):
C1 -1.7796 0.9504 0.0327  -0.603
C2 -0.4431 0.2664 0.0369  -0.060
C3 0.8607 1.0050 0.4515  -0.369
C4 1.5858 0.0092 -0.4440  -0.260
C5 0.9172 -1.3582 -0.2433  -0.221
C6 -0.2689 -1.1289 0.6804  -0.396
C7 0.3535 -0.0806 -1.1759  -0.246
H1 -2.0920 1.1940 1.0567  0.213
H2 -1.7491 1.8863 -0.5386  0.215
H3 -2.5545 0.3130 -0.4103  0.214
H4 1.1037 1.0440 1.5200  0.196
H5 0.9005 2.0141 0.0244  0.209
H6 2.6001 0.0631 -0.8204  0.226
H7 1.5101 -2.2632 -0.3499  0.231
H8 -0.0945 -1.1462 1.7650  0.188
H9 -1.1063 -1.7929 0.4341  0.203
H10 0.2496 -0.9796 -2.0218  0.260

***

# 4
The following is a DFT calculation (the ωB97M-V functional and the def2-TZVPD basis) of CH11MnO8 as an isolated structure.

Properties
- 2S+1 = 6
- charge = +1
- <S²> = 8.7667
- energy above the lowest of the compared OMol25 structures with the same formula, charge and spin (kJ/mol) = 752.6
- HOMO level (alpha / beta) (eV) = -11.72 / -9.37

Each line ends with the natural charge from an NBO analysis.
Cartesian coordinates (Å):
Mn1 -0.5204 -0.3723 0.3705  0.972
O1 2.3578 2.1310 -3.7549  -0.620
C1 2.3733 1.9431 -2.4150  0.903
O2 3.1477 2.5769 -1.6577  -0.219
O3 1.6335 1.0489 -1.9555  -0.561
H1 1.6187 1.5231 -3.8308  0.500
O4 -1.1880 -2.7860 -1.4760  -0.966
H2 -1.8980 -3.3238 -1.8267  0.489
H3 -0.4062 -3.3304 -1.5692  0.482
O5 0.3234 1.4781 2.7329  -0.965
H4 1.2751 1.5508 2.8050  0.481
H5 -0.0086 1.8574 3.5466  0.489
O6 -2.3583 -1.5181 2.5949  -0.969
H6 -3.3112 -1.4806 2.6776  0.488
H7 -2.0617 -1.9136 3.4145  0.486
O7 1.9545 -1.8122 1.2289  -0.970
H8 2.8269 -1.8921 0.8433  0.490
H9 2.0912 -1.9598 2.1647  0.486
O8 -2.4495 1.7944 -1.1096  -0.963
H10 -3.3664 1.8841 -1.3694  0.487
H11 -2.0338 2.6010 -1.4142  0.481

***

| no. | M (g mol⁻¹) | F_max (eV/Å) |
| --- | --- | --- |
| 1 | 110.1 | 1.63 |
| 2 | 1070.0 | 2.58 |
| 3 | 94.2 | 8.05 |
| 4 | 206.0 | 2.34 |